No. 1
Molecular formula: C3H8BrNO
Method: DFT, wB97M-V/def2-TZVPD

Structure (XYZ):
```
14
Properties=species:S:1:pos:R:3:forces:R:3
Br -4.160 0.389 -1.155 0.9 -0.1 0.3
O 0.554 2.180 0.685 -0.5 -0.8 -0.3
N -0.710 0.208 0.239 2.6 -0.6 0.5
C -0.550 -0.944 -0.752 -1.3 1.4 -0.8
C 1.855 0.160 0.612 0.3 -0.4 -0.4
C 0.614 1.005 0.535 0.4 0.3 0.5
H -0.471 -1.946 -0.329 0.2 0.5 0.4
H -1.065 -0.212 1.087 -0.2 0.1 0.6
H 2.114 -0.236 -0.370 -0.4 -0.2 -0.1
H 0.225 -0.691 -1.476 0.0 -0.2 0.3
H -1.388 0.913 -0.014 -1.1 0.3 -0.9
H -1.519 -0.825 -1.237 -0.2 -0.6 -0.5
H 2.774 0.680 0.882 -0.6 0.6 0.3
H 1.728 -0.682 1.292 -0.1 -0.1 -0.1
```
Positions in Å, forces in eV/Å.

## Properties
ΔE to the lowest compared entry with this formula, charge and spin ... 98.76 kJ/mol
Total charge ... 0
Spin multiplicity ... 1

No. 2
Molecular formula: C4H14N2O
Method: DFT, wB97M-V/def2-TZVPD

Structure (XYZ):
```
21
Properties=species:S:1:pos:R:3:forces:R:3
O 2.264 2.846 -0.646 0.9 0.9 0.7
N 0.847 1.231 1.278 0.4 -1.1 1.6
N -0.802 -2.567 -1.575 -0.4 0.2 0.3
C 0.130 -0.770 -0.018 -0.7 -0.1 -0.1
C -1.517 0.873 1.062 0.2 -0.1 0.7
C -0.309 0.471 0.727 0.0 0.0 -0.2
C -1.083 -1.612 -0.432 -0.6 0.9 0.2
H 0.650 -0.453 -0.922 0.4 -0.1 0.0
H 2.619 3.392 -1.368 -0.5 -0.6 -0.6
H -1.172 -2.185 -2.450 0.3 0.0 -0.1
H 0.192 -2.774 -1.690 0.0 -0.2 0.0
H -1.641 1.712 1.729 -0.1 0.3 -0.1
H -1.535 -2.145 0.410 0.4 -0.2 -0.2
H -1.322 -3.434 -1.422 0.2 -0.2 0.0
H 1.606 1.544 0.645 -0.5 0.3 -0.5
H 0.563 1.956 1.944 -0.2 0.6 -0.7
H 2.761 3.314 0.053 -0.3 -0.4 0.1
H 1.277 0.581 1.953 0.4 0.0 -0.3
H 0.764 -1.374 0.636 0.3 0.1 -0.2
H -2.428 0.332 0.880 -0.1 -0.1 -0.4
H -1.863 -0.937 -0.794 0.1 -0.2 -0.1
```
Positions in Å, forces in eV/Å.

## Properties
ΔE to the lowest compared entry with this formula, charge and spin ... 72.41 kJ/mol
Total charge ... +2
Spin multiplicity ... 1

No. 3
Molecular formula: C4H12NOS
Method: DFT, wB97M-V/def2-TZVPD

Structure (XYZ):
```
19
Properties=species:S:1:pos:R:3:forces:R:3
S -1.095 -0.856 3.504 0.1 0.4 -0.6
O 2.747 1.364 0.646 0.0 -1.0 -0.8
N 0.284 0.336 -0.264 -0.6 0.5 0.4
C -0.509 -0.396 0.807 2.0 0.4 -0.8
C -1.310 -0.717 -1.961 0.8 1.4 -1.4
C 0.090 -0.175 -1.615 1.0 -0.6 -0.4
C -0.063 -0.018 2.195 -0.3 -0.1 1.2
H -0.129 -1.413 0.692 -1.0 -0.3 -0.1
H 2.030 0.759 0.294 0.5 0.5 0.2
H -1.435 -1.779 -1.805 -0.4 0.0 0.5
H -2.031 -0.029 -1.524 -0.4 -0.6 0.5
H -0.020 1.065 2.365 -0.3 0.1 -0.2
H -1.451 -0.501 -3.031 0.0 -0.5 0.0
H -0.038 1.303 -0.272 0.0 -0.1 0.2
H 0.426 0.564 -2.357 -0.6 0.5 0.4
H 0.899 -0.898 -1.823 -0.6 -0.5 0.4
H -1.563 -0.218 0.640 -0.3 -0.5 0.2
H 0.949 -0.369 2.372 0.3 0.0 -0.3
H 2.219 1.976 1.136 -0.4 0.6 0.7
```
Positions in Å, forces in eV/Å.

## Properties
ΔE to the lowest compared entry with this formula, charge and spin ... 92.09 kJ/mol
Total charge ... -1
Spin multiplicity ... 1

No. 4
Molecular formula: C2H2BeF
Method: DFT, wB97M-V/def2-TZVPD

Structure (XYZ):
```
6
Properties=species:S:1:pos:R:3:forces:R:3
F -2.194 -0.055 -0.283 1.2 0.8 0.7
C 0.378 -0.479 0.164 1.4 0.0 0.5
C -0.460 0.457 0.235 -1.3 0.3 -1.7
Be 2.509 0.085 -0.398 -0.8 -0.1 0.3
H -0.549 1.558 0.118 -0.2 -1.3 0.3
H 0.316 -1.565 0.164 -0.3 0.4 -0.2
```
Positions in Å, forces in eV/Å.

## Properties
Total charge ... -1
Spin multiplicity ... 1

No. 5
Molecular formula: C8H15N
Method: DFT, wB97M-V/def2-TZVPD

Structure (XYZ):
```
24
Properties=species:S:1:pos:R:3:forces:R:3
N 1.796 0.706 -0.406 0.9 -0.2 0.5
C -1.059 0.684 -1.402 0.6 -0.3 -1.3
C -0.586 -0.134 -0.253 1.6 -0.4 0.4
C 0.931 -0.447 -0.129 -0.9 0.2 -0.5
C 1.307 -1.376 0.972 1.7 -0.4 0.8
C 1.850 -0.478 -1.279 -0.3 0.8 -2.2
C -1.099 1.670 1.382 2.2 0.9 -0.7
C -1.194 0.185 1.069 -1.8 0.4 1.2
C -1.406 -0.799 -1.272 -0.5 -1.4 -2.4
H -2.276 -0.064 1.142 0.4 0.0 -0.7
H -1.517 2.343 0.590 0.2 -0.8 0.7
H 2.762 -1.103 -1.222 -0.8 0.3 -0.1
H 2.652 0.673 0.161 -0.6 0.2 0.1
H 0.892 -2.376 0.903 -0.4 0.0 -0.2
H -1.846 1.398 -1.232 -0.2 -0.1 0.1
H -0.821 -0.404 1.923 0.3 0.2 -0.5
H 2.410 -1.537 0.963 -0.6 0.1 -0.2
H 1.127 -0.982 1.967 -0.3 0.1 0.1
H 1.492 -0.217 -2.326 0.5 -0.7 1.4
H -1.057 -1.599 -2.009 0.3 1.5 1.1
H -2.451 -1.032 -1.123 -0.1 0.2 0.7
H -1.562 1.891 2.318 -0.3 0.3 0.7
H -0.356 1.040 -2.189 -0.4 -0.6 0.8
H 0.010 1.956 1.452 -1.5 -0.2 0.0
```
Positions in Å, forces in eV/Å.

## Properties
ΔE to the lowest compared entry with this formula, charge and spin ... 212.80 kJ/mol
Structure (SMILES) ... CCC1([C@@]2(C)CN2)CC1
Total charge ... 0
Spin multiplicity ... 1

No. 6
Molecular formula: H8O4Rb
Method: DFT, wB97M-V/def2-TZVPD

Structure (XYZ):
```
13
Properties=species:S:1:pos:R:3:forces:R:3
Rb 0.106 -1.252 1.116 0.2 0.1 0.0
O -0.702 0.866 2.959 -0.1 0.2 -0.2
O -1.768 -0.351 -0.971 0.1 -0.4 0.0
O 1.528 -1.949 -1.387 -0.4 0.1 -0.1
O 1.164 1.103 -0.331 0.1 0.3 0.2
H -1.778 0.311 -1.674 0.0 -0.1 0.1
H 0.676 -1.708 -1.780 0.2 -0.1 -0.1
H 1.413 1.768 0.326 0.0 -0.1 -0.2
H -1.125 1.520 2.386 0.0 -0.1 0.2
H -0.854 1.197 3.854 0.1 -0.1 -0.1
H -2.403 -1.030 -1.237 0.0 0.3 -0.1
H 1.586 1.407 -1.144 0.0 -0.1 0.1
H 2.157 -1.880 -2.116 0.0 -0.1 0.2
```
Positions in Å, forces in eV/Å.

## Properties
ΔE to the lowest compared entry with this formula, charge and spin ... 15.29 kJ/mol
Total charge ... +1
Spin multiplicity ... 1

No. 7
Molecular formula: C3H4O2
Method: DFT, wB97M-V/def2-TZVPD

Structure (XYZ):
```
9
Properties=species:S:1:pos:R:3:forces:R:3
O -0.676 -1.538 0.229 0.8 -3.6 1.1
O -2.061 0.913 0.243 -0.4 -0.2 -0.5
C -0.189 -0.462 0.085 0.2 1.6 -0.4
C -1.351 0.228 -0.454 0.5 2.9 0.5
C 1.163 0.112 0.335 1.2 -1.1 0.7
H 1.881 -0.755 0.633 -1.3 1.7 0.2
H 1.021 0.997 1.051 0.6 -1.4 -0.9
H -1.408 0.046 -1.509 -1.1 -0.2 -1.1
H 1.620 0.459 -0.613 -0.6 0.2 0.4
```
Positions in Å, forces in eV/Å.

## Properties
ΔE to the lowest compared entry with this formula, charge and spin ... 165.90 kJ/mol
Structure (SMILES) ... CC(=O)C=O
Total charge ... 0
Spin multiplicity ... 1

No. 8
Molecular formula: C54H53ClN8O3P2PdSSe2
Method: DFT, wB97M-V/def2-TZVPD

Structure (XYZ):
```
125
Properties=species:S:1:pos:R:3:forces:R:3
Pd 0.790 0.112 0.239 0.2 0.0 -0.2
Se 4.812 -2.092 -4.429 -0.1 -0.1 -0.2
Se 1.012 2.433 -0.437 0.2 -0.2 -0.1
Cl -7.717 0.240 0.425 0.0 0.0 0.0
S -1.536 0.637 2.870 0.0 0.1 0.0
P 4.035 -3.578 -3.136 0.0 0.0 0.0
P 2.315 -0.298 -1.266 -0.1 0.1 0.3
O -2.009 -0.240 3.923 0.0 0.0 0.0
O -4.563 1.042 -4.541 0.0 0.1 -0.2
O -2.447 0.978 1.809 -0.1 0.0 0.0
N -2.892 -0.629 -3.150 0.1 -0.1 0.0
N 1.849 -4.268 -1.817 -0.1 0.0 0.0
N -1.490 -0.321 -1.419 -0.2 -0.2 0.1
N 0.987 -2.538 -0.822 0.2 -0.1 0.0
N -0.188 0.125 2.211 0.0 -0.1 0.3
N -2.104 0.460 -3.353 0.1 0.0 0.0
N 0.877 -3.842 -1.033 0.1 0.1 0.0
N 1.628 -1.225 2.196 0.1 0.2 0.1
C 1.341 0.413 -5.138 0.0 0.0 0.0
C 5.968 -4.816 0.260 0.0 0.0 0.0
C -3.557 3.201 -4.186 0.0 0.1 0.0
C 2.282 1.348 -5.554 0.0 0.0 0.0
C 2.363 0.358 -2.955 -0.1 -0.1 0.0
C 2.660 -4.895 -5.135 0.0 0.0 0.0
C -0.546 3.184 2.941 0.1 -0.1 0.0
C -0.154 5.901 5.575 0.0 0.0 0.0
C 3.625 -7.423 -4.523 0.0 0.0 0.0
C -2.481 -1.055 -1.967 0.0 0.0 -0.1
C 3.290 1.303 -3.369 0.0 0.1 0.0
C -2.115 1.188 -4.602 0.0 -0.1 0.1
C 2.255 -5.990 -5.878 0.0 0.0 0.0
C -2.390 2.827 -7.056 0.0 0.0 0.0
C -5.867 2.623 -2.193 0.0 0.0 0.0
C -1.280 0.621 -2.310 0.1 0.0 0.0
C -0.232 4.384 3.561 0.0 0.0 0.0
C -3.464 1.857 -4.921 -0.1 -0.1 -0.2
C -4.875 2.800 -6.822 0.0 0.0 0.0
C -1.143 2.176 3.685 0.0 0.1 -0.1
C -6.471 1.093 -0.467 0.0 0.0 0.0
C 3.994 -0.068 -0.582 0.0 0.1 0.0
C 5.082 -0.802 -1.045 0.0 0.0 0.0
C 6.493 0.182 0.629 0.0 0.0 0.0
C -6.850 1.955 -1.485 0.0 0.0 0.0
C -1.421 2.362 5.030 -0.1 0.0 0.0
C -0.506 4.597 4.909 0.0 0.0 0.0
C 6.605 -4.397 -2.408 0.0 0.1 0.0
C 7.261 -5.040 -0.185 0.0 0.0 0.0
C 7.579 -4.833 -1.524 0.0 0.0 0.0
C -1.105 3.570 5.635 0.0 0.0 0.0
C -3.578 2.050 -6.479 0.0 0.0 0.0
C -3.442 3.186 -2.658 0.1 0.1 0.1
C 2.104 -0.964 4.902 0.0 0.0 0.0
C 2.741 -7.257 -5.576 0.0 0.0 0.0
C 1.382 -0.079 -3.844 0.1 -0.1 0.0
C 3.545 -5.059 -4.073 0.0 0.0 0.0
C 2.619 -3.202 -2.137 0.0 0.0 -0.1
C 4.172 0.816 0.480 0.0 -0.1 0.0
C 2.694 -1.782 2.757 0.0 -0.1 0.0
C -4.170 1.582 -0.865 0.0 0.1 0.0
C -4.516 2.440 -1.902 0.0 0.0 0.0
C 2.077 -2.088 -1.482 -0.1 0.1 0.0
C 4.986 -4.393 -0.628 -0.1 0.0 0.0
C -5.143 0.901 -0.142 0.0 0.0 0.0
C 6.325 -0.687 -0.442 0.0 0.0 0.0
C 5.420 0.939 1.078 0.0 0.0 0.0
C -3.647 0.684 -7.173 0.0 0.0 0.0
C 0.794 -0.495 2.955 -0.3 0.1 0.0
C 3.252 1.792 -4.667 0.0 0.0 0.0
C 4.023 -6.326 -3.768 0.0 0.0 0.0
C 5.302 -4.180 -1.965 0.0 0.0 0.0
C 2.986 -1.692 4.106 0.0 0.0 0.0
C 1.002 -0.358 4.340 0.1 -0.1 0.0
H -2.764 3.858 -4.555 0.0 0.0 0.0
H 3.867 -2.170 4.513 0.0 0.0 0.0
H 4.044 1.656 -2.676 0.0 0.0 0.0
H 7.155 -1.278 -0.812 0.0 0.0 0.0
H 2.285 -0.856 5.966 0.0 0.0 0.0
H 6.851 -4.191 -3.443 0.0 0.0 0.0
H 2.423 -8.114 -6.159 0.0 0.0 0.0
H -2.900 -1.930 -1.497 0.0 0.0 0.0
H -4.852 0.241 0.664 0.0 0.0 0.0
H 0.565 5.752 6.384 0.0 0.0 0.0
H -0.544 1.417 -2.199 0.0 0.0 0.0
H -4.258 0.306 -3.982 0.0 0.0 0.0
H 0.248 5.164 2.979 0.0 0.0 0.0
H 2.260 1.726 -6.570 0.0 0.0 0.0
H 5.716 -4.963 1.303 0.0 0.0 0.0
H -5.090 2.692 -7.888 0.0 0.0 0.0
H 5.544 1.621 1.911 0.0 0.0 0.0
H 1.557 -5.856 -6.695 0.0 0.0 0.0
H -4.798 3.868 -6.613 0.0 0.0 0.0
H 8.026 -5.365 0.510 0.0 0.0 0.0
H 3.322 1.395 0.823 0.0 0.0 0.0
H -1.814 0.504 -5.394 0.0 0.0 0.1
H 7.460 0.270 1.111 0.0 0.0 0.0
H 3.972 -4.224 -0.284 0.0 0.0 0.0
H -3.130 1.437 -0.588 -0.1 0.0 0.0
H 8.591 -4.997 -1.874 0.0 0.0 0.0
H 2.294 -3.904 -5.373 0.0 0.0 0.0
H 0.661 -0.822 -3.520 0.0 0.0 0.0
H -1.339 1.949 -4.513 0.0 0.0 0.0
H -3.845 0.834 -8.238 0.0 0.0 0.0
H -1.324 3.716 6.689 0.0 0.0 0.0
H -0.290 3.016 1.894 0.0 0.0 0.0
H 3.986 2.522 -4.986 0.0 0.0 0.0
H -1.441 2.310 -6.895 0.0 0.0 0.0
H -1.037 6.379 6.008 0.0 0.0 0.0
H -7.898 2.091 -1.718 0.0 0.0 0.0
H -2.519 2.933 -8.137 0.0 0.0 0.0
H 4.694 -6.465 -2.930 0.0 0.0 0.0
H 0.586 0.055 -5.828 0.0 0.0 0.0
H -1.887 1.559 5.588 0.0 0.0 0.0
H -4.501 3.670 -4.465 -0.1 0.0 0.0
H -3.467 4.235 -2.341 0.0 0.0 0.0
H -6.162 3.283 -3.001 0.0 0.0 0.0
H 4.000 -8.409 -4.275 0.0 0.0 0.0
H -2.466 2.818 -2.336 -0.1 0.1 0.0
H -2.714 0.121 -7.098 0.0 0.0 0.0
H -2.306 3.831 -6.639 0.0 0.0 0.0
H 4.973 -1.446 -1.904 0.0 0.0 0.1
H 0.322 0.225 4.942 0.0 0.0 0.0
H 3.343 -2.333 2.080 0.0 0.0 0.0
H 0.287 6.597 4.861 0.0 0.0 0.0
H -5.717 2.394 -6.260 0.0 0.0 0.0
H -4.446 0.076 -6.752 0.0 0.0 0.0
```
Positions in Å, forces in eV/Å.

## Properties
ΔE to the lowest compared entry with this formula, charge and spin ... 7.50 kJ/mol
Total charge ... -2
Spin multiplicity ... 1

| no. | DFT total energy (eV) | LUMO (eV) | E_HOMO (eV) |
| --- | --- | --- | --- |
| 1 | -76819.48694 | -0.82 | -7.196 |
| 2 | -9385.81504 | -6.66 | -18.582 |
| 3 | -18715.80010 | 3.37 | -2.430 |
| 4 | -5221.34964 | 3.65 | -2.333 |
| 5 | -10027.16966 | 1.01 | -9.498 |
| 6 | -8971.03976 | -3.27 | -15.268 |
| 7 | -7268.96650 | 0.73 | -9.457 |
| 8 | -251033.38488 | 3.73 | -1.528 |